Record 1
{"formula": "C2H8N2O4P", "method": "ωB97M-V/def2-TZVPD", "total_charge": -1, "de_lowest_kcal_mol": 39.5, "homo_ev": -5.32, "spin_multiplicity": 1, "gap_ev": 8.97, "energy_ha": -832.93979, "species": ["P", "O", "O", "O", "O", "N", "N", "C", "C", "H", "H", "H", "H", "H", "H", "H", "H"], "positions_angstrom": [[0.20068, 0.42571, -2.75253], [-0.10000, -0.72925, -1.89441], [1.05486, -0.00987, -4.09639], [0.51096, 0.89609, 2.73979], [1.10560, 1.45187, -2.16382], [-0.88194, -1.41566, 2.94503], [-0.48315, 0.94094, 0.52883], [0.27947, 0.14036, 1.57255], [-0.55015, -1.09282, 1.77844], [-0.63528, -1.46848, 0.75666], [-0.06744, 0.34260, 3.25813], [1.25173, -0.38883, 1.34460], [-1.15196, 0.49312, -0.07049], [-1.00764, 0.89982, -3.45168], [-1.52805, -2.16099, 3.19419], [1.89186, 0.19431, -3.61599], [0.11046, 1.48106, -0.07292]], "atomic_forces_ev_per_a": [[-0.0180, 0.2436, -1.1552], [-1.1082, -1.2432, 0.4139], [0.3504, -0.0789, 0.6931], [-0.1497, -0.5241, -0.9325], [-0.2823, 1.2585, 0.3729], [-0.5154, 0.4322, 0.8329], [1.3265, 0.0164, 2.1813], [-0.3285, 0.5159, -1.8868], [0.3672, 0.6467, -0.3053], [-0.8947, -1.1066, 0.1887], [-0.5320, 0.1087, 1.9669], [-0.3630, 1.1811, -0.9077], [0.2504, -0.9195, 0.0860], [0.8824, -0.1271, 0.7515], [0.3810, -0.2567, -0.8871], [0.0781, -0.2025, -1.1413], [0.5560, 0.0555, -0.2714]], "mulliken_charge": [0.548, -0.573, -0.496, -0.534, -0.732, -0.671, -0.676, 0.218, 0.019, 0.356, 0.322, 0.151, 0.287, -0.036, 0.222, 0.309, 0.285]}

Record 2
{"formula": "C56H99N6O14S", "method": "ωB97M-V/def2-TZVPD", "total_charge": 1, "homo_ev": -8.76, "spin_multiplicity": 1, "gap_ev": 6.58, "energy_ha": -3972.49660, "species": ["S", "O", "O", "O", "O", "O", "O", "O", "O", "O", "O", "O", "O", "O", "O", "N", "N", "N", "N", "N", "N", "C", "C", "C", "C", "C", "C", "C", "C", "C", "C", "C", "C", "C", "C", "C", "C", "C", "C", "C", "C", "C", "C", "C", "C", "C", "C", "C", "C", "C", "C", "C", "C", "C", "C", "C", "C", "C", "C", "C", "C", "C", "C", "C", "C", "C", "C", "C", "C", "C", "C", "C", "C", "C", "C", "C", "C", "H", "H", "H", "H", "H", "H", "H", "H", "H", "H", "H", "H", "H", "H", "H", "H", "H", "H", "H", "H", "H", "H", "H", "H", "H", "H", "H", "H", "H", "H", "H", "H", "H", "H", "H", "H", "H", "H", "H", "H", "H", "H", "H", "H", "H", "H", "H", "H", "H", "H", "H", "H", "H", "H", "H", "H", "H", "H", "H", "H", "H", "H", "H", "H", "H", "H", "H", "H", "H", "H", "H", "H", "H", "H", "H", "H", "H", "H", "H", "H", "H", "H", "H", "H", "H", "H", "H", "H", "H", "H", "H", "H", "H", "H", "H", "H", "H", "H", "H"], "positions_angstrom": [[-3.47219, -2.58573, -4.75966], [-5.50150, -1.13147, -3.64666], [8.20771, 5.34131, -4.03854], [-1.96828, -7.13325, 4.36122], [-1.05307, 5.63905, 6.13772], [-8.33319, 0.46476, -1.20271], [5.41176, 1.96254, -0.21413], [-5.10164, 2.68643, 5.61953], [0.73599, -6.32527, -0.15521], [-8.50825, 6.81302, 6.46465], [3.12450, -0.42351, -6.64586], [3.68424, 5.57628, -3.42254], [-2.48711, -1.49502, 5.58814], [1.04167, 2.92452, 2.01982], [4.98601, -1.60364, -6.50616], [-6.96865, -1.08394, -5.23905], [5.35571, -0.15929, -1.00101], [-5.88239, -1.77393, -5.67836], [4.31144, -1.84840, -4.21655], [2.20922, -2.37197, -3.54576], [3.02481, -3.69628, -5.20454], [-2.33135, -2.64776, 5.24541], [4.26973, -0.40463, -6.38694], [4.25989, 6.76218, -1.44814], [-3.81395, -4.39417, -4.74258], [-1.21921, -5.06864, -3.69552], [0.12105, -5.45286, -2.98170], [-3.07293, -5.22955, 5.25278], [5.95813, 3.22108, -5.03385], [-0.36997, 3.76507, 3.68631], [-8.83356, 4.51587, 6.97224], [-9.15086, 1.36462, -1.21611], [9.56992, 6.41106, -2.41534], [-2.70006, -3.79304, 6.15404], [1.26655, -4.92308, 1.68920], [-3.21312, 5.95608, 5.31014], [-8.03506, 5.33592, 4.66744], [4.91335, -1.80570, -2.85807], [-4.08810, 2.05471, 5.41695], [6.78190, 2.21737, -5.46454], [3.41710, 0.88106, 0.34096], [4.60648, -0.44674, -2.23252], [4.94163, 0.83330, -5.91412], [4.22779, -4.10106, -5.97943], [3.80084, 5.54998, -2.21841], [5.52434, -3.61259, -5.33040], [0.80328, -6.21001, 1.05060], [1.88038, 4.88801, 3.09289], [5.33697, -2.08007, -5.22916], [3.49343, 4.30390, -1.42499], [0.43035, -7.33744, 1.97185], [-9.16185, 2.44928, -0.16610], [-1.75695, -2.99604, 3.89572], [4.30677, -2.10414, 0.33513], [4.79638, 0.95694, -0.28440], [-3.85128, -6.41696, 3.10323], [-2.41517, 7.02251, 7.53125], [-2.75106, 2.49958, 5.93796], [-6.71594, -0.70827, -4.06879], [0.87792, 3.78775, 2.85335], [5.58370, -1.32339, -0.13822], [-5.05544, -1.80591, -4.73774], [-3.71224, -5.09620, -3.35841], [-8.46384, 5.67063, 6.07431], [4.09581, 1.83530, -5.49593], [-10.20418, 1.44455, -2.29066], [0.88267, -4.20992, -2.48014], [3.20754, -2.66947, -4.32815], [6.30380, 1.01295, -5.90345], [-2.42824, -5.99812, -3.33445], [4.59517, 3.02169, -5.05938], [-2.87353, -6.33914, 4.25027], [0.91581, -3.05550, -3.52748], [-4.06525, 0.77091, 4.63107], [8.46436, 4.11828, -2.01755], [8.69875, 5.29534, -2.93391], [-2.12282, 6.16973, 6.32381], [1.89866, -4.54634, -2.22265], [-4.05018, -5.32743, 5.72774], [6.32535, 4.19558, -4.68472], [-3.09735, -3.39993, 7.08774], [2.24547, 4.84192, 4.11958], [-3.80850, -5.49941, 2.51333], [6.06404, -0.93556, 0.76988], [3.37143, -1.75092, -0.10438], [7.82246, 3.39296, -2.51551], [-9.01156, 3.42236, -0.63545], [4.54978, -2.64736, -2.25598], [-10.11180, 2.43837, 0.37045], [-7.37741, -0.11680, -3.43222], [2.71348, -4.53241, -4.72073], [9.65201, 7.18682, -3.17371], [-7.14496, 4.70321, 4.69064], [-1.03909, -5.07441, -4.77264], [-2.99604, -4.26037, 4.75653], [-4.06042, 5.45774, 5.78547], [0.19240, -2.32821, -3.14946], [-4.86225, -6.56655, 3.48462], [-8.35828, 2.27822, 0.54386], [-0.83200, -3.56183, 4.02114], [2.68658, 0.60967, -0.43967], [-0.11464, 3.66828, 4.74091], [3.52842, -0.27386, -2.05209], [7.84895, 2.42151, -5.45787], [3.48818, 7.06780, -0.73976], [6.97979, 0.24171, -6.25590], [-2.29279, -6.48168, -2.36470], [6.00123, -1.92459, -2.91159], [0.47661, -4.51592, 2.32201], [-3.59065, -7.25782, 2.46320], [-3.12494, -4.83138, -5.46586], [-9.12073, 4.89748, 7.95005], [2.30646, -1.58682, -2.92031], [4.27768, -5.19681, -5.98840], [-4.84210, -4.48870, -5.10647], [-8.84258, 4.82353, 4.14203], [6.37715, -3.89776, -5.94691], [-2.81992, 5.31676, 4.52148], [3.17592, 3.51331, -2.10384], [-3.53625, 6.90247, 4.87335], [2.72361, 4.76328, 2.41435], [0.76738, -5.91270, -3.75161], [-10.08505, 0.60886, -2.97793], [-0.95922, 4.66857, 3.53184], [-11.19740, 1.39123, -1.84294], [-9.67622, 3.96800, 6.54740], [5.18552, 6.53662, -0.91559], [1.29100, -7.62254, 2.57882], [5.55299, -4.06755, -4.33231], [-2.35443, 1.73316, 6.60578], [-1.52971, 7.07047, 8.16192], [4.47667, -3.17003, 0.12919], [2.16276, -5.10415, 2.28422], [4.15227, -3.81116, -7.02898], [4.38501, 3.96990, -0.89119], [3.05556, 1.80936, 0.78277], [1.50259, -4.19700, 0.91157], [9.12652, 6.84334, -1.51687], [0.44463, -3.84020, -1.54532], [-2.84858, 3.42860, 6.49443], [6.31214, -1.66346, -4.95208], [-7.79847, 6.25497, 4.13424], [7.97292, 4.45004, -1.10141], [-3.68747, -0.03587, 5.27714], [-1.51057, -4.07768, -3.31786], [9.41434, 3.63894, -1.77649], [4.44431, 7.58109, -2.14052], [-10.09756, 2.37609, -2.84860], [-2.06822, 2.66412, 5.10525], [3.90390, 3.81941, -4.74875], [-3.53526, -4.31881, -2.60276], [3.02477, 1.67316, -5.54202], [-3.41876, 0.88399, 3.75850], [0.11782, -8.19650, 1.38162], [10.56797, 6.03140, -2.19147], [2.68730, 4.50158, -0.71492], [-1.53611, -2.07988, 3.35010], [-3.23338, 6.58618, 8.10632], [-2.30320, -5.29313, 6.01909], [3.34011, 0.07712, 1.08297], [-0.96212, 2.90171, 3.38569], [-7.97784, 3.84864, 7.09146], [-3.46308, -4.41371, 5.68100], [-2.67917, 8.03371, 7.21830], [4.91282, 0.31906, -2.96274], [6.31756, -2.01754, -0.56053], [-4.59515, -5.68464, -3.09454], [1.41906, 5.85898, 2.90642], [4.22687, -2.02902, 1.42414], [-0.00779, -6.19800, -2.20176], [-2.51615, -6.72776, -4.15052], [-2.47201, -3.58224, 3.31995], [-5.07153, 0.52348, 4.29284], [-0.39745, -7.03560, 2.61592], [0.61940, -3.38055, -4.52485], [-1.81604, -4.39361, 6.37354]], "atomic_forces_ev_per_a": [[0.1913, 0.1633, 0.2133], [0.1482, 0.1498, 0.6332], [0.0057, -0.0024, -0.0257], [0.5988, 0.1377, 0.0047], [0.4912, 0.0403, 0.3590], [-0.1539, 0.3318, -0.0308], [1.2096, 1.4501, 0.0469], [-0.0316, 0.0271, -0.0078], [0.1043, 0.1409, 0.1845], [0.0330, 0.0602, 0.0142], [-1.9389, -0.4133, -0.6321], [-0.0120, 0.0777, 0.0238], [0.4146, -0.4254, -0.1441], [0.4814, -0.0737, -0.3405], [-0.0848, 0.3708, 0.6669], [-1.3937, 0.1199, -1.6257], [-0.0237, -1.2447, -0.3489], [-0.5921, -0.7642, -2.1635], [0.7544, -0.7312, -0.4186], [-0.8179, -0.0444, 0.3482], [1.9856, -0.1009, 0.0503], [0.1223, 0.9387, 0.8397], [1.0365, 0.6590, 0.0995], [0.0256, 0.1189, -0.2756], [-1.2614, 0.0385, 0.5340], [0.1568, -0.8088, 1.5955], [-0.0488, 0.4233, -1.2801], [2.6625, -15.4151, -9.3305], [-0.4036, 1.2102, 0.4343], [0.0147, -0.2223, -0.1221], [-0.0173, 0.1838, 0.2009], [0.1885, -0.2560, -0.0042], [-0.0661, 0.1116, -0.2725], [3.2104, 11.8020, 9.8862], [0.0481, 0.1172, -0.3355], [-0.0846, -0.0108, -0.0415], [0.1121, 0.2516, -0.0685], [-0.3725, 0.5916, 0.7092], [-0.0290, -0.0041, -0.1340], [1.8290, 0.5621, 0.1700], [-0.7031, -0.7907, -0.2950], [0.3168, 0.9087, 0.1490], [-0.1715, -1.3455, -0.3617], [0.6063, -1.1559, -0.4638], [-0.0562, -0.0407, -0.0462], [-1.2523, 0.4821, -0.7415], [-0.0326, -0.2470, -0.0216], [0.1520, -0.2229, -0.2980], [1.6976, -1.5358, -0.3629], [-0.0167, -0.0068, -0.2133], [-0.0630, -0.0418, -0.3365], [0.2278, -0.2363, 0.0567], [0.3205, 0.7649, -0.4025], [0.9502, -0.4642, 0.1317], [-0.9328, -0.3014, 0.2914], [0.4201, -0.2244, -0.3673], [0.3515, -0.1195, 0.0194], [-0.1364, 0.2785, 0.2807], [-0.0806, 0.7309, 1.7341], [-0.3001, -0.1132, 0.0086], [-0.6589, 0.2226, 1.0800], [1.6204, -0.6049, 1.2844], [1.4666, -0.1776, -0.0332], [-0.0251, 0.0347, 0.0444], [-1.0694, -0.2445, -0.0937], [0.1616, -0.2432, -0.1071], [0.0959, -0.6583, -0.0742], [-0.6993, 0.5197, 0.0607], [0.2896, -0.5411, -0.1617], [-0.2049, 1.1714, -1.0789], [-0.8521, 1.2467, 0.4673], [-1.3225, -1.9709, -0.9611], [-0.2715, -0.3439, 1.3045], [-0.5417, -0.0625, 0.2172], [-0.1737, -0.0657, -0.2680], [0.0204, 0.0121, 0.0031], [-0.1433, -0.0307, -0.2724], [-0.0971, 0.2636, -0.0376], [-1.1737, -1.9542, -0.5038], [0.1730, -0.6363, -0.2530], [0.1862, 1.0032, 0.7982], [-0.1369, 0.1625, 0.0491], [-0.2393, 0.0606, -0.0080], [0.0715, -0.0409, -0.2790], [0.1801, -0.1942, -0.0870], [-0.0032, 0.0162, 0.0187], [-0.1986, 0.0376, 0.0070], [-0.0708, 0.1813, -0.0994], [-0.0542, 0.1549, -0.1118], [0.5792, -0.3244, 0.0753], [-0.8665, 0.3115, -0.0216], [-0.0155, -0.0243, -0.0018], [-0.1288, -0.1789, -0.0262], [-0.2615, 0.3760, 0.1144], [0.2965, -3.8169, -5.6775], [-0.1469, 0.1190, -0.0912], [0.0942, 0.1182, -0.5826], [-0.0525, 0.1889, -0.0007], [0.0571, -0.0448, 0.0292], [-0.1218, -0.2300, -0.0167], [0.1270, 0.0633, 0.2210], [-0.0782, 0.3095, 0.0450], [0.0775, -0.4211, -0.3079], [-0.0309, -0.1815, -0.0517], [0.1100, -0.0759, 0.1447], [-0.0563, 0.0329, -0.0191], [-0.0130, -0.0265, -0.1716], [-0.2268, 0.0540, -0.2772], [0.1022, -0.0732, 0.1407], [-0.0393, 0.0146, -0.0600], [-0.2050, 0.1087, -0.0206], [-0.0009, 0.0252, -0.0299], [0.1714, 0.0545, -0.1244], [-0.3480, 0.1761, 0.0561], [0.3004, -0.0362, -0.2656], [0.0911, -0.1703, 0.0236], [-0.0274, 0.0559, 0.1779], [-0.1217, 0.0204, 0.0283], [-0.0001, 0.0177, -0.0218], [-0.1488, 0.0055, 0.1331], [-0.0237, -0.0173, 0.0094], [-0.1254, -0.1082, 0.2591], [-0.0124, 0.0057, 0.0180], [0.1371, 0.0828, 0.2278], [-0.0247, 0.1882, -0.0373], [0.1209, -0.1412, -0.0508], [-0.1057, -0.0154, 0.1718], [-0.0951, 0.0930, 0.1791], [0.5203, 0.2451, -0.1074], [0.1674, -0.0582, -0.1494], [0.0012, -0.0131, -0.0219], [-0.4209, 0.1725, -0.0696], [-0.1100, 0.0109, 0.1689], [-0.1493, 0.3066, 0.3068], [-0.1195, 0.0702, 0.1481], [0.4350, 0.0469, -0.0669], [-0.0059, -0.0140, 0.0105], [0.1393, -0.0925, 0.1098], [0.0383, -0.0638, -0.1685], [-0.0241, -0.0288, 0.0062], [-0.5704, 0.4813, 0.5054], [-0.0314, 0.0125, 0.0356], [0.1655, -0.0454, 0.1005], [-0.1219, 0.5282, -0.4837], [0.1765, 0.0093, -0.4876], [-0.0081, 0.0822, 0.1850], [-0.0103, -0.0296, -0.0083], [-0.1662, 0.0732, 0.0926], [0.0074, -0.2066, 0.1786], [0.5038, -0.4082, -0.1081], [-0.4141, -0.2053, 0.0125], [0.0934, -0.0275, -0.0074], [0.1596, -0.1266, 0.1116], [0.0157, 0.0191, -0.0019], [-0.0435, 0.0095, 0.1941], [0.1249, -0.0116, 0.1287], [-0.0291, 0.0663, 0.0831], [-0.1222, 0.1355, -0.0871], [-1.1829, -5.2018, -2.4089], [0.1504, 0.2910, -0.0777], [0.0663, 0.0284, -0.0921], [-0.0818, -0.1250, -0.1454], [-4.6637, 10.0955, 7.4544], [-0.1944, -0.0495, 0.0333], [-0.2245, -0.1941, 0.0276], [-0.1949, 0.2819, -0.2721], [-0.0087, 0.2466, -0.2037], [-0.0233, 0.0160, 0.2147], [-0.2028, 0.0442, -0.1834], [-0.0299, 0.2500, 0.0489], [-0.0524, -0.2835, 0.5116], [0.2225, -0.0086, -0.2829], [0.0065, 0.0696, 0.0076], [0.1485, -0.0618, 0.2046], [0.2592, 0.1542, 0.0072], [0.6987, 3.7757, 1.2694]], "mulliken_charge": [-0.115, -0.273, -0.538, -0.611, -0.517, -0.558, -0.522, -0.582, -0.516, -0.558, -0.530, -0.568, -0.574, -0.541, -0.414, -0.368, 0.332, -0.299, 1.282, 0.325, -0.166, 0.509, 0.618, -1.232, -0.809, -0.286, -1.054, 0.084, -0.283, -0.606, -0.999, 0.915, -1.245, -0.618, 0.021, -0.776, -0.908, -1.572, 0.670, -0.881, -0.639, 0.288, 0.196, -0.931, 0.753, -0.418, 0.750, -1.108, -0.750, -0.733, -0.812, -1.144, -1.073, -1.160, 0.121, -1.289, -1.257, -0.064, 0.138, 0.405, -0.752, 0.439, -0.794, 0.856, -0.614, -1.144, -0.144, 0.008, -0.165, -0.927, -0.706, 0.442, -1.527, -0.852, -0.844, 0.895, 0.837, 0.363, 0.370, 0.641, 0.465, 0.362, 0.323, 0.455, 0.330, 0.038, 0.338, 0.002, 0.337, 0.287, 0.251, 0.318, 0.150, 0.465, -0.260, 0.245, 0.412, 0.364, 0.282, 0.287, 0.177, 0.415, 0.212, 0.448, 0.359, 0.581, 0.419, 0.765, -0.329, 0.370, 0.497, 0.300, 0.049, 0.499, 0.534, 0.342, 0.438, 0.036, 0.192, 0.463, 0.251, 0.127, 0.294, 0.129, 0.369, 0.315, 0.287, 0.364, 0.228, 0.500, 0.339, 0.373, 0.435, 0.331, 0.212, 0.208, -0.117, 0.320, 0.432, 0.108, 0.513, 0.279, 0.298, 0.153, 0.151, 0.411, 0.345, 0.328, -0.427, 0.639, 0.366, 0.513, 0.270, 0.313, 0.343, 0.386, 0.419, 0.303, 0.137, 0.288, 0.207, 0.236, -0.060, 0.350, -0.219, 0.335, 0.400, 0.339, 0.519, 0.526, 0.312, 0.385, 0.375, -0.042, 0.523, 0.168]}